Record 1
Density functional theory data (the ωB97M-V functional and the def2-TZVPD basis) for C9H64NO26V as an isolated structure in a non-equilibrium geometry.

Output
DFT total energy, hartree: -3336.187597
Relative energy (zero: lowest compared OMol25 entry of this formula, charge and spin), kcal/mol: 31.0
Molar mass, g mol⁻¹: 653.5
LUMO, eV: -1.249

Last column: Löwdin charge in e.
Positions of all 101 atoms, in Å:
O 0.716 -2.902 -3.148  -0.3215
V 2.005 -2.292 -2.512  1.0062
O 2.070 -2.621 -0.991  -0.2883
C 1.316 2.132 -0.290  -0.0265
C 1.685 0.680 -0.008  -0.4753
C 1.578 0.448 1.523  -0.1284
C 0.192 0.368 2.073  -0.1711
C -0.595 -0.644 1.260  -0.1192
C -0.645 -0.359 -0.248  -0.4619
N 0.738 -0.217 -0.757  -0.0998
O 0.876 -0.198 -2.278  -0.2335
C -1.539 0.867 -0.556  -0.0100
C -1.271 -1.663 -0.825  -0.0261
C 3.119 0.487 -0.382  -0.0427
H 0.510 2.492 0.349  0.0686
H 1.014 2.479 -1.278  0.0834
H 2.131 2.766 0.058  0.0647
H 2.099 1.292 1.975  0.1118
H 2.237 -0.359 1.842  0.1010
H -0.220 1.373 2.167  0.0966
H 0.195 0.095 3.128  0.0971
H -1.606 -0.578 1.661  0.1115
H -0.133 -1.609 1.464  0.1187
H -1.350 1.303 -1.537  0.0777
H -1.682 1.538 0.292  0.0535
H -2.570 0.521 -0.635  0.0555
H -0.532 -2.458 -0.924  0.0647
H -1.695 -1.489 -1.814  0.0704
H -2.116 -2.040 -0.250  0.0707
H 3.744 1.120 0.247  0.0801
H 3.367 0.773 -1.404  0.0696
H 3.438 -0.550 -0.272  0.0694
O -3.183 -4.761 -0.244  -0.0278
H -3.295 -5.594 -0.701  0.0499
H -3.434 -4.099 -0.888  0.0128
O 2.649 -3.327 1.940  -0.0390
H 2.829 -4.023 1.308  0.0371
H 1.947 -2.815 1.538  0.0038
O 3.944 -1.153 -2.900  -0.0338
H 4.136 -0.493 -3.566  0.0891
H 4.745 -1.205 -2.377  0.0910
O -4.754 2.166 -1.435  -0.0444
H -5.408 1.920 -2.089  0.0385
H -4.076 2.622 -1.934  0.0114
O -0.994 -3.678 3.194  -0.0683
H -0.972 -4.437 2.611  -0.0265
H -1.595 -3.066 2.768  -0.0183
O -5.088 -0.484 0.503  -0.0389
H -4.881 0.288 -0.024  -0.0014
H -5.528 -1.079 -0.104  0.0446
O 4.279 4.342 0.816  -0.0597
H 4.457 3.588 1.378  -0.0325
H 3.402 4.629 1.069  0.0218
O 2.247 4.847 -2.066  -0.0333
H 2.063 5.701 -2.456  0.0476
H 2.329 5.023 -1.129  0.0259
O -3.687 -2.093 2.820  -0.0382
H -4.290 -1.866 3.528  0.0417
H -4.063 -1.678 2.043  -0.0116
O -0.458 4.522 2.642  -0.0497
H -0.978 4.946 3.324  0.0322
H -0.991 3.778 2.361  -0.0041
O -2.505 -4.001 -3.301  -0.0328
H -2.931 -4.615 -3.898  0.0854
H -3.227 -3.524 -2.892  0.0598
O -0.396 1.738 -4.202  -0.0432
H -0.475 1.184 -4.979  0.0526
H -0.019 1.163 -3.535  -0.0050
O 3.669 0.429 4.495  -0.0298
H 4.047 1.153 4.995  0.0674
H 2.739 0.443 4.717  0.0296
O -2.550 4.677 0.096  -0.0462
H -2.433 3.740 0.253  -0.0119
H -2.854 5.024 0.935  0.0231
O -1.889 -2.008 -5.016  -0.0627
H -1.676 -2.692 -4.381  -0.0280
H -2.766 -1.714 -4.767  0.0208
O -3.451 2.283 2.086  -0.0373
H -3.565 1.347 1.920  0.0186
H -4.339 2.640 2.065  0.0489
O -0.362 -5.404 -2.151  -0.0515
H -1.126 -4.934 -2.484  -0.0297
H -0.417 -6.269 -2.558  0.0383
O 4.688 -1.372 2.815  -0.0698
H 4.406 -0.678 3.411  -0.0431
H 3.912 -1.568 2.291  -0.0250
O 3.247 2.692 -3.874  -0.0604
H 3.003 3.049 -3.020  -0.0097
H 2.413 2.549 -4.321  0.0166
O 4.947 2.282 2.616  -0.0374
H 4.338 1.544 2.583  0.0060
H 5.730 1.968 2.163  0.0655
O -0.694 -5.270 1.018  -0.0476
H -1.198 -5.110 0.220  -0.0071
H -1.046 -6.091 1.363  0.0514
O -2.457 3.502 -3.572  -0.0558
H -1.785 2.824 -3.499  -0.0233
H -2.646 3.553 -4.509  0.0314
O 0.584 0.444 5.479  -0.0323
H 0.489 1.366 5.237  0.0407
H 0.168 0.378 6.338  0.0473

***

Record 2
Density functional theory data (the ωB97M-V functional and the def2-TZVPD basis) for C27H58N3ReS5SbSi3 as an isolated structure in a non-equilibrium geometry.

Output
DFT total energy, hartree: -4404.513702
Net charge: +4
Molar mass, g mol⁻¹: 977.3
<S²>: 3.7723
Multiplicity: 4
LUMO (spin up / spin down), eV: -10.583 / -11.728

Last column: Löwdin spin population.
Positions of all 98 atoms, in Å:
Re 0.219 0.344 1.939  1.2190
C -0.128 -0.672 5.228  0.0067
C -0.811 -1.802 4.474  0.0061
S -1.177 -1.466 2.707  0.0512
C -2.849 -0.761 2.826  0.0015
C -2.867 0.619 3.455  -0.0018
S -1.765 1.659 2.447  0.0075
C -1.167 2.931 3.591  0.0040
C 0.003 3.616 2.903  0.0092
S 1.313 2.495 2.284  0.0669
C 2.376 2.308 3.756  0.0017
C 1.761 1.483 4.870  0.0032
S 1.205 -0.087 4.147  0.0104
H 0.314 -1.053 6.149  -0.0002
H -0.796 0.151 5.472  0.0001
H -1.746 -2.107 4.943  -0.0002
H -0.160 -2.678 4.457  0.0004
H -3.470 -1.468 3.378  0.0000
H -3.212 -0.732 1.797  -0.0008
H -2.536 0.605 4.492  -0.0001
H -3.868 1.048 3.417  -0.0003
H -0.886 2.464 4.532  0.0002
H -1.958 3.657 3.785  -0.0004
H 0.482 4.347 3.555  -0.0003
H -0.346 4.148 2.017  0.0002
H 2.647 3.308 4.098  0.0003
H 3.284 1.835 3.377  -0.0001
H 0.936 1.995 5.361  0.0000
H 2.519 1.258 5.622  -0.0004
C -1.722 -5.807 -0.922  0.0045
N -0.869 -4.881 -1.646  0.0038
C -0.095 -5.333 -2.811  0.0006
C 0.580 -4.045 -3.315  0.0001
N 0.007 -3.037 -2.418  0.0037
C -0.798 -3.568 -1.485  0.0147
S -1.626 -2.669 -0.292  0.1643
H -1.119 -6.603 -0.487  0.0001
H -2.450 -6.251 -1.603  0.0000
H -2.244 -5.274 -0.134  0.0034
H -0.764 -5.771 -3.552  0.0001
H 0.623 -6.095 -2.512  0.0000
H 0.327 -3.837 -4.354  0.0000
H 1.664 -4.088 -3.222  0.0001
H 0.213 -2.056 -2.415  0.0098
C -1.596 4.676 -3.301  0.0095
Si -1.393 4.471 -1.496  0.0709
C 0.214 4.950 -0.734  0.0277
C -2.873 4.192 -0.445  0.0259
Sb -0.430 0.647 -0.661  0.8443
Si 2.163 1.166 -2.814  0.1023
C 1.176 1.753 -4.255  0.0182
C 2.630 -0.623 -2.712  0.0329
C 3.100 2.360 -1.762  0.0292
Si -3.075 -0.227 -2.583  0.0695
C -4.169 0.018 -1.114  0.0254
C -2.769 1.211 -3.710  0.0167
C -2.936 -1.874 -3.378  0.0048
H -1.925 5.720 -3.429  0.0021
H -2.377 4.051 -3.730  0.0002
H -0.668 4.569 -3.861  0.0002
H 0.048 5.650 0.089  0.0022
H 0.862 5.433 -1.467  0.0009
H 0.734 4.075 -0.334  0.0142
H -2.879 4.894 0.394  0.0018
H -2.865 3.181 -0.028  0.0137
H -3.790 4.328 -1.019  0.0011
H 0.145 1.411 -4.182  0.0026
H 1.588 1.313 -5.169  0.0026
H 1.201 2.837 -4.363  0.0002
H 2.480 -1.125 -3.670  0.0013
H 2.047 -1.130 -1.945  0.0146
H 3.681 -0.720 -2.428  0.0024
H 2.911 3.398 -2.035  0.0001
H 4.172 2.168 -1.884  0.0042
H 2.869 2.216 -0.706  0.0058
H -4.994 0.688 -1.376  0.0022
H -3.623 0.462 -0.281  0.0105
H -4.583 -0.938 -0.791  0.0010
H -3.622 1.896 -3.685  0.0011
H -2.639 0.866 -4.737  0.0007
H -1.877 1.761 -3.412  0.0068
H -2.871 -2.679 -2.654  -0.0001
H -2.116 -1.924 -4.093  0.0002
H -3.869 -1.996 -3.948  0.0012
C 5.418 -3.351 0.678  0.0009
C 4.189 -2.526 0.881  0.0044
C 4.200 -1.139 0.709  0.0009
C 3.063 -0.404 0.950  0.0098
N 1.908 -0.949 1.378  0.0160
C 1.883 -2.283 1.525  0.0054
C 2.979 -3.087 1.278  -0.0009
H 5.996 -3.002 -0.177  0.0002
H 5.179 -4.404 0.542  0.0000
H 6.062 -3.268 1.557  0.0004
H 5.106 -0.631 0.401  -0.0001
H 3.061 0.671 0.818  0.0025
H 0.944 -2.725 1.831  0.0005
H 2.887 -4.156 1.421  -0.0001

***

> The lowest DFT total energy belongs to which entry?

C27H58N3ReS5SbSi3

***

> The lowest DFT total energy belongs to which entry?

C27H58N3ReS5SbSi3

***

> Which of these has the lowest molar mass?

C9H64NO26V

***

> Number 1 is which compound?

C9H64NO26V